Below is a 2-piece molecular cluster, C3H5N3 overall in a non-equilibrium geometry, with properties calculated with wB97M-V/def2-TZVPD.

Its energy above the lowest of the compared OMol25 structures with the same formula, charge and spin is 365.4 kJ/mol. The molecular weight is 83.09 g mol⁻¹. The electronic energy comes out at -281.45089 Ha. The calculation puts the frontier orbital gap at 9.1 eV.

Geometry as ORCA input:
```
! RIJCOSX wB97M-V def2-TZVPD def2/J DEFGRID3
* xyz 0 1
N -0.319 0.631 0.857
N -0.931 -2.300 1.467
N -0.814 0.672 1.995
C 0.811 1.140 -1.335
C -0.049 0.539 -0.296
C -0.792 -2.280 0.321
H 1.360 2.016 -0.976
H 0.183 1.432 -2.181
H 1.522 0.394 -1.705
H -0.317 0.004 2.589
H -0.653 -2.248 -0.737
*
```

Here are the Mulliken charges for atoms 1 to 8, given in e:
1 N 0.5074
2 N -0.4023
3 N -1.0113
4 C -0.8315
5 C 0.2664
6 C 0.1193
7 H 0.2926
8 H 0.2755